This record from the OMol25 dataset describes a molecular structure, C19H58BF6N2O15S2V at a distorted geometry. The level of theory is ωB97M-V/def2-TZVPD.

Structure (XYZ):
```
104
Properties=species:S:1:pos:R:3
V 6.78 -5.84 3.57
B 8.41 -4.20 1.31
F 8.61 -2.91 1.62
F 8.04 -4.73 2.49
F 7.39 -4.32 0.44
F 9.56 -4.85 0.92
N 5.60 -6.95 4.69
S 4.13 -6.93 5.16
O 3.76 -5.91 6.14
O 3.34 -8.12 4.93
F 3.72 -6.01 3.81
S 5.86 -8.09 6.07
O 5.74 -9.46 5.71
O 5.53 -7.60 7.42
F 7.50 -7.93 6.00
C 8.20 -4.94 8.39
C 7.79 -3.78 7.46
C 8.15 -2.49 8.21
C 9.69 -2.22 8.21
C 10.18 -2.22 6.73
C 9.84 -3.47 5.90
N 8.38 -3.75 6.11
O 7.88 -4.83 5.29
C 10.84 -4.57 6.34
C 10.15 -3.01 4.49
C 6.28 -3.68 7.30
H 7.54 -5.12 9.24
H 9.17 -4.98 8.87
H 8.02 -5.88 7.87
H 7.87 -2.43 9.26
H 7.58 -1.66 7.79
H 10.17 -3.12 8.59
H 9.91 -1.33 8.79
H 11.18 -1.83 6.52
H 9.61 -1.46 6.20
H 10.87 -5.47 5.73
H 10.49 -4.85 7.33
H 11.90 -4.36 6.28
H 10.36 -3.86 3.83
H 10.99 -2.33 4.35
H 9.25 -2.54 4.07
H 6.01 -2.86 6.64
H 5.72 -3.45 8.21
H 5.82 -4.57 6.88
C 10.49 -3.65 11.39
O 10.09 -4.12 12.66
H 11.58 -3.57 11.36
H 10.14 -4.43 10.71
H 10.02 -2.70 11.16
H 9.21 -3.78 12.83
C 8.45 0.92 1.97
O 7.70 -0.19 1.84
H 8.81 1.07 2.99
H 9.32 0.96 1.32
H 7.92 1.85 1.75
H 8.25 -0.94 2.06
C 12.45 -0.33 8.79
O 11.58 0.44 9.68
H 12.44 -1.36 9.16
H 12.06 -0.18 7.78
H 13.45 0.10 8.70
H 11.04 1.09 9.22
C 13.01 -5.39 2.85
O 13.04 -6.71 3.45
H 12.14 -5.16 2.23
H 13.00 -4.60 3.60
H 13.87 -5.09 2.26
H 12.92 -7.30 2.70
C 9.55 -7.03 3.52
O 8.18 -7.36 3.06
H 10.28 -7.61 2.95
H 9.95 -6.02 3.42
H 9.64 -7.38 4.55
H 8.37 -8.25 2.75
C 10.61 -7.85 9.75
O 11.75 -8.61 9.59
H 10.25 -7.34 8.85
H 9.80 -8.44 10.19
H 10.73 -7.11 10.54
H 12.20 -8.88 10.39
C 2.35 -2.66 8.28
O 3.00 -1.42 8.06
H 1.27 -2.72 8.11
H 2.82 -3.39 7.61
H 2.60 -3.15 9.22
H 2.81 -1.11 7.17
C 15.40 -4.81 7.73
O 16.71 -4.86 7.18
H 14.76 -4.16 7.12
H 14.97 -5.77 8.00
H 15.49 -4.30 8.69
H 17.19 -4.09 7.51
C 5.96 -2.71 3.29
O 5.57 -4.06 3.27
H 6.15 -2.42 2.25
H 5.33 -2.01 3.84
H 6.95 -2.64 3.75
H 4.64 -4.07 3.02
C 6.83 1.54 6.13
O 6.46 2.86 6.52
H 6.43 1.33 5.13
H 7.90 1.36 6.15
H 6.48 0.75 6.80
H 6.82 3.32 5.75
```

## Properties
* strongest force on any atom: 10.70 eV/Å
* electronic energy: -118670.037 eV
* 2S+1: 3
* <S²>: 2.015

---

This record from the OMol25 dataset describes 7 unconnected molecules or ions with the total composition C19H58O25P6 at a distorted geometry. The level of theory is ωB97M-V/def2-TZVPD.

Structure (XYZ):
```
108
Properties=species:S:1:pos:R:3
C 21.01 -8.41 -0.55
O 20.44 -9.03 -1.57
P 20.10 -8.17 -2.93
O 19.28 -8.80 -4.02
O 19.48 -6.74 -2.37
C 18.08 -6.57 -2.42
O 21.55 -7.70 -3.53
C 21.70 -6.58 -4.40
H 21.87 -8.96 -0.16
H 20.24 -8.50 0.23
H 21.17 -7.35 -0.74
H 17.55 -7.47 -2.11
H 17.61 -6.28 -3.36
H 17.84 -5.83 -1.65
H 21.79 -5.73 -3.72
H 20.85 -6.47 -5.07
H 22.58 -6.55 -5.03
C 20.60 -3.52 0.29
O 21.52 -4.51 0.85
P 21.60 -4.47 2.50
O 20.32 -4.42 3.33
O 22.52 -5.81 2.99
C 21.92 -7.11 3.09
O 22.57 -3.19 2.83
C 23.81 -3.12 2.14
H 19.56 -3.80 0.12
H 21.05 -2.98 -0.55
H 20.44 -2.80 1.09
H 22.04 -7.62 4.04
H 22.46 -7.78 2.42
H 20.90 -7.12 2.71
H 24.08 -4.08 1.70
H 24.62 -2.91 2.84
H 23.90 -2.25 1.49
C 14.89 -5.68 4.48
O 13.92 -4.71 4.40
P 13.23 -4.47 2.88
O 13.94 -3.56 1.92
O 13.04 -5.93 2.28
C 12.21 -6.03 1.11
O 11.66 -4.10 3.07
C 11.43 -3.37 4.23
H 15.84 -5.17 4.31
H 14.70 -6.45 3.74
H 14.61 -6.12 5.44
H 11.95 -5.11 0.60
H 11.35 -6.61 1.45
H 12.87 -6.57 0.43
H 10.48 -3.48 4.75
H 11.59 -2.33 3.97
H 12.01 -3.63 5.12
C 13.69 -9.22 0.93
O 14.94 -8.60 0.73
P 16.22 -8.94 1.66
O 16.07 -8.52 3.11
O 17.44 -8.19 0.92
C 17.59 -6.83 1.39
O 16.64 -10.49 1.44
C 16.27 -11.55 2.29
H 13.84 -10.20 1.38
H 13.29 -9.41 -0.07
H 13.12 -8.43 1.42
H 16.67 -6.39 1.76
H 18.10 -6.19 0.67
H 18.29 -7.00 2.20
H 15.92 -11.22 3.27
H 17.20 -12.11 2.33
H 15.46 -12.13 1.86
C 11.45 -17.10 4.08
O 12.55 -17.48 3.26
P 13.69 -16.46 2.68
O 13.11 -15.20 2.13
O 14.66 -17.32 1.64
C 14.80 -17.05 0.22
O 14.65 -16.26 3.92
C 15.82 -15.42 3.92
H 11.11 -17.98 4.63
H 10.62 -16.74 3.46
H 11.79 -16.47 4.91
H 13.83 -16.85 -0.22
H 15.18 -17.87 -0.39
H 15.47 -16.19 0.13
H 15.91 -14.70 3.11
H 16.71 -16.05 3.95
H 15.77 -14.89 4.87
C 18.94 -10.59 4.76
O 20.04 -10.35 3.87
P 21.15 -11.40 3.49
O 21.63 -12.30 4.61
O 20.55 -12.26 2.28
C 20.38 -11.65 1.03
O 22.31 -10.37 2.80
C 23.53 -10.91 2.34
H 18.74 -11.65 4.63
H 18.05 -10.06 4.40
H 19.29 -10.50 5.79
H 19.75 -10.76 1.12
H 19.85 -12.37 0.41
H 21.34 -11.38 0.58
H 23.60 -10.76 1.26
H 23.70 -11.98 2.44
H 24.44 -10.33 2.53
C 9.61 -9.89 2.49
O 10.48 -9.84 1.35
H 9.89 -9.18 3.26
H 8.57 -9.75 2.19
H 9.76 -10.84 3.01
H 10.10 -9.14 0.82
```

## Properties
* strongest force on any atom: 6.47 eV/Å
* electronic energy: -127572.487 eV